{
  "formula": "C53H63BN6P2S3V",
  "method": "ωB97M-V/def2-TZVPD",
  "total_charge": 2,
  "lumo_energy_ha": [-0.2143, -0.1994],
  "s2": 0.828,
  "e_homo_ha": [-0.4658, -0.4554],
  "spin_multiplicity": 2,
  "e_tot_ev": -142363.9516,
  "relative_energy_kcal_mol": 0.0,
  "homo_lumo_gap_ha": [0.2515, 0.2560],
  "symbols": ["V", "C", "C", "C", "C", "N", "N", "B", "N", "N", "C", "C", "C", "C", "C", "S", "C", "C", "C", "C", "N", "N", "C", "C", "C", "C", "C", "S", "C", "C", "C", "C", "C", "S", "C", "C", "C", "C", "H", "H", "H", "H", "H", "H", "H", "H", "H", "H", "H", "H", "H", "H", "H", "H", "H", "H", "H", "H", "H", "H", "H", "H", "H", "H", "H", "H", "H", "H", "H", "H", "H", "H", "H", "H", "H", "H", "H", "C", "C", "P", "C", "C", "C", "C", "C", "C", "C", "C", "C", "C", "C", "C", "P", "C", "C", "C", "C", "C", "C", "C", "C", "C", "C", "C", "C", "H", "H", "H", "H", "H", "H", "H", "H", "H", "H", "H", "H", "H", "H", "H", "H", "H", "H", "H", "H", "H", "H", "H", "H"],
  "coordinates": [[-0.94467, 1.39476, -0.55616], [-0.06747, -2.35506, -4.33237], [0.82954, -2.06085, -3.16872], [2.10505, -2.52573, -3.05929], [2.91129, -2.20112, -1.94232], [2.43832, -1.46589, -0.96975], [1.18258, -1.03545, -1.08961], [0.51283, -0.33990, 0.11577], [1.62349, 0.09804, 1.10996], [2.18246, -0.84714, 1.87609], [3.17233, -0.48732, 2.65082], [3.62286, 0.85710, 2.67037], [3.06243, 1.80457, 1.87006], [3.49239, 3.24216, 1.85278], [2.00725, 1.35708, 1.04234], [1.13417, 2.41565, -0.01871], [3.82374, -1.54668, 3.52716], [3.12855, -2.89493, 3.34411], [3.72462, -1.11412, 4.99825], [5.30401, -1.67291, 3.12252], [-0.39462, -1.40627, 0.82703], [0.05577, -2.67056, 0.75427], [-0.61182, -3.60187, 1.38703], [-1.75467, -3.26415, 2.14692], [-2.21166, -1.98238, 2.20169], [-3.44885, -1.58846, 2.95572], [-1.47459, -1.02083, 1.46970], [-1.94754, 0.66030, 1.37907], [-0.12761, -5.04514, 1.27514], [1.13383, -5.13219, 0.41471], [0.16992, -5.58229, 2.68510], [-1.24333, -5.88393, 0.62551], [0.38625, -1.24555, -2.10704], [-1.17198, -0.46873, -2.03308], [4.34400, -2.70275, -1.83545], [4.34562, -4.23198, -1.99393], [5.17056, -2.06005, -2.96077], [4.94864, -2.33339, -0.47924], [0.45817, -2.93364, -5.09062], [-0.43467, -1.42882, -4.77881], [-0.94590, -2.91948, -4.00887], [2.51832, -3.14501, -3.84917], [4.42129, 1.13911, 3.34980], [4.30710, 3.41042, 2.55607], [2.65389, 3.89304, 2.11347], [3.82318, 3.53779, 0.85422], [2.09273, -2.85479, 3.69544], [3.66071, -3.65419, 3.92067], [3.11370, -3.19836, 2.29402], [2.68078, -0.99477, 5.30513], [4.25173, -0.17607, 5.19651], [4.17718, -1.88055, 5.63085], [5.40226, -1.96433, 2.07188], [5.78459, -2.43973, 3.73527], [5.85254, -0.73822, 3.27316], [-2.28549, -4.04312, 2.68677], [-3.89561, -2.45405, 3.44419], [-4.18112, -1.14729, 2.27421], [-3.22215, -0.83403, 3.71507], [1.94971, -4.53646, 0.83796], [0.94853, -4.77289, -0.60242], [1.45342, -6.17587, 0.36000], [0.90688, -4.95759, 3.19973], [0.57750, -6.59461, 2.61303], [-0.73070, -5.63481, 3.30458], [-1.48199, -5.51133, -0.37604], [-2.16202, -5.88213, 1.22055], [-0.91409, -6.92272, 0.53167], [4.06527, -4.54789, -3.00423], [3.66184, -4.70429, -1.28051], [5.35147, -4.61468, -1.80180], [4.75394, -2.27454, -3.95031], [6.19092, -2.45401, -2.93877], [5.22144, -0.97450, -2.83697], [4.38989, -2.79672, 0.34158], [4.94889, -1.25163, -0.31924], [5.98118, -2.69014, -0.44089], [-3.74700, 3.48115, -1.47944], [-3.29319, 4.12049, -0.16732], [-1.54031, 3.67858, 0.17471], [-1.30338, 4.22481, 1.89279], [-1.87056, 5.42526, 2.33001], [-1.71528, 5.83799, 3.64631], [-0.99997, 5.05383, 4.54282], [-0.44218, 3.85523, 4.12166], [-0.59203, 3.44361, 2.80434], [-0.63436, 4.83909, -0.90563], [-0.13384, 6.06543, -0.47822], [0.50749, 6.90778, -1.37888], [0.65210, 6.53817, -2.71031], [0.16441, 5.31465, -3.14699], [-0.46914, 4.47388, -2.24411], [-3.09484, 1.77152, -1.73356], [-4.42172, 0.68566, -1.11344], [-4.67024, -0.55032, -1.70726], [-5.65070, -1.38828, -1.19144], [-6.39556, -0.99599, -0.08600], [-6.15800, 0.23799, 0.50651], [-5.16999, 1.07054, -0.00083], [-3.21863, 1.65088, -3.55703], [-4.48406, 1.64210, -4.14811], [-4.61862, 1.69180, -5.53014], [-3.49110, 1.75923, -6.33637], [-2.22790, 1.77301, -5.75979], [-2.09297, 1.71234, -4.37838], [-3.37596, 4.05511, -2.32510], [-4.83069, 3.44355, -1.56295], [-3.89059, 3.79767, 0.68463], [-3.36998, 5.20196, -0.23087], [-2.43433, 6.05322, 1.64848], [-2.15454, 6.77437, 3.97081], [-0.88738, 5.37372, 5.57154], [0.10808, 3.23581, 4.82275], [-0.16439, 2.50445, 2.48780], [-0.22181, 6.36323, 0.55850], [0.89698, 7.86015, -1.03709], [1.15002, 7.20227, -3.40621], [0.27592, 5.01923, -4.18446], [-0.85274, 3.52465, -2.59609], [-4.11124, -0.85650, -2.58245], [-5.84621, -2.34243, -1.66817], [-7.17295, -1.64418, 0.30269], [-6.74700, 0.55694, 1.36023], [-4.99548, 2.02674, 0.47712], [-5.37250, 1.59694, -3.52941], [-5.60673, 1.67958, -5.97562], [-3.59710, 1.80032, -7.41546], [-1.34523, 1.82490, -6.38733], [-1.10160, 1.68872, -3.95210]],
  "forces_ev_per_a": [[1.074, -1.172, 0.671], [0.027, -0.026, 0.035], [-0.232, -0.097, -0.310], [0.170, -0.140, -0.177], [0.160, -0.074, 0.011], [-0.049, -0.048, -0.084], [0.384, 0.322, 0.715], [-0.667, 0.326, 0.005], [-0.238, -0.298, -0.017], [-0.142, 0.209, 0.021], [0.047, -0.027, 0.055], [0.185, -0.026, 0.223], [0.141, 0.328, -0.048], [-0.010, -0.093, -0.002], [0.047, 0.122, -0.193], [0.084, -0.008, -0.011], [0.032, 0.044, -0.049], [-0.051, -0.027, -0.007], [-0.037, 0.018, 0.040], [0.009, 0.003, -0.058], [0.786, -0.311, -0.338], [-0.178, 0.150, 0.008], [0.104, -0.061, -0.025], [-0.097, -0.266, 0.130], [-0.354, 0.148, 0.189], [0.083, 0.024, -0.017], [-0.318, 0.104, 0.183], [0.111, -0.077, 0.049], [-0.081, 0.108, -0.030], [0.065, 0.061, 0.009], [0.030, 0.018, 0.049], [-0.021, 0.011, -0.021], [-0.414, -0.115, -0.343], [0.334, 0.141, -0.199], [-0.035, 0.047, -0.014], [-0.005, -0.082, 0.007], [0.043, 0.007, -0.034], [-0.066, -0.045, -0.014], [-0.023, 0.028, 0.034], [0.021, -0.012, 0.012], [0.050, 0.031, 0.007], [-0.034, 0.056, 0.078], [-0.045, -0.055, -0.090], [-0.049, -0.017, -0.031], [0.022, -0.036, 0.000], [-0.020, -0.045, 0.042], [0.087, -0.005, -0.050], [-0.039, 0.034, -0.012], [0.019, 0.024, 0.108], [0.090, -0.012, -0.025], [-0.044, -0.091, -0.044], [-0.027, 0.042, -0.027], [0.008, 0.057, 0.210], [-0.041, 0.071, -0.035], [-0.054, -0.077, -0.009], [0.053, 0.084, -0.087], [0.039, 0.051, -0.037], [0.031, -0.023, 0.013], [0.005, -0.069, -0.079], [-0.112, -0.079, -0.059], [0.010, -0.033, 0.088], [-0.011, 0.087, -0.002], [-0.060, -0.069, -0.063], [-0.064, 0.102, -0.005], [0.091, 0.017, -0.064], [0.024, -0.040, 0.095], [0.102, 0.007, -0.053], [-0.026, 0.115, 0.019], [0.018, 0.053, 0.132], [0.082, 0.042, -0.064], [-0.092, 0.035, -0.038], [0.046, 0.012, 0.109], [-0.113, 0.046, 0.001], [-0.003, -0.078, -0.021], [0.049, 0.055, -0.155], [0.002, -0.094, -0.021], [-0.080, 0.027, 0.009], [0.158, -0.047, 0.278], [0.037, -0.188, -0.105], [-0.069, 0.635, 0.036], [0.058, -0.059, 0.033], [-0.011, 0.015, 0.028], [-0.004, 0.012, -0.023], [-0.044, 0.026, -0.001], [0.021, -0.020, -0.017], [0.010, 0.117, 0.037], [-0.013, -0.015, -0.093], [0.094, 0.027, 0.007], [-0.007, 0.001, 0.014], [0.025, 0.031, 0.025], [-0.017, -0.012, 0.031], [-0.037, 0.075, 0.073], [-0.899, 0.022, -0.720], [0.012, 0.029, 0.072], [0.018, -0.058, 0.043], [-0.003, 0.006, -0.017], [-0.009, -0.011, -0.007], [0.005, -0.001, 0.019], [-0.030, -0.001, -0.019], [-0.031, 0.016, 0.017], [-0.019, 0.038, -0.046], [-0.029, -0.021, 0.108], [0.035, 0.005, -0.064], [-0.024, -0.011, 0.044], [-0.083, 0.018, -0.074], [0.067, 0.084, -0.101], [-0.119, 0.046, -0.028], [-0.017, -0.070, 0.041], [-0.077, 0.149, 0.017], [0.030, -0.047, 0.037], [0.026, -0.078, -0.024], [0.002, -0.002, -0.052], [-0.057, 0.054, -0.075], [0.019, -0.024, 0.007], [-0.005, 0.000, -0.015], [-0.034, -0.077, -0.021], [-0.024, -0.026, 0.040], [-0.017, 0.005, 0.092], [-0.038, -0.135, -0.081], [0.009, -0.003, -0.002], [0.017, 0.077, 0.036], [0.060, 0.046, -0.026], [0.062, -0.028, -0.085], [-0.021, -0.046, -0.007], [-0.004, -0.014, -0.010], [0.071, 0.003, 0.047], [0.014, -0.001, 0.116], [-0.055, -0.007, 0.056], [0.119, 0.025, 0.068]],
  "mulliken_charge": [-0.27, -1.63, 0.03, -0.54, 0.04, -0.55, 0.82, 1.81, 0.57, -0.27, -0.13, -0.52, 0.16, -1.69, 0.35, -0.51, 2.38, -1.73, -1.90, -1.36, 0.59, -0.15, -0.25, -0.64, 0.26, -1.56, 1.09, -0.51, 2.40, -1.52, -1.41, -1.82, 0.31, -0.54, 2.28, -1.54, -1.83, -1.99, 0.44, 0.28, 0.33, 0.47, 0.49, 0.47, 0.29, 0.36, 0.38, 0.50, -0.14, 0.38, 0.36, 0.48, 0.10, 0.50, 0.39, 0.46, 0.42, 0.18, 0.35, -0.18, 0.28, 0.61, 0.06, 0.48, 0.36, 0.35, 0.36, 0.47, 0.42, 0.09, 0.49, 0.36, 0.46, 0.39, 0.13, 0.34, 0.58, -1.61, -1.03, 1.77, 0.68, -0.71, -0.85, -0.68, -1.09, -0.44, 0.62, -1.00, -0.80, -0.67, -0.99, 0.00, 1.81, 0.47, -0.38, -0.90, -0.61, -0.87, -0.44, 1.22, -0.93, -0.90, -0.61, -1.15, -0.24, 0.66, 0.79, 0.57, 0.78, 0.41, 0.44, 0.43, 0.50, 0.27, 0.49, 0.46, 0.43, 0.52, -0.24, 0.47, 0.49, 0.43, 0.47, 0.01, 0.46, 0.45, 0.43, 0.49, 0.35]
}